## i
{"formula": "C6H10O2", "method": "wB97M-V/def2-TZVPD", "multiplicity": 1, "homo_lumo_gap_ev": 10.109, "smiles": "c1ccccc1.O.O", "total_charge": 0, "homo_ev": -9.41, "lumo_ev": 0.70, "elements": ["C", "C", "C", "C", "C", "C", "H", "H", "H", "H", "H", "H", "H", "H", "O", "H", "H", "O"], "xyz": [[0.020, 0.683, -0.099], [1.325, 0.249, -0.203], [2.073, 0.118, 0.977], [1.543, 0.548, 2.179], [0.196, 0.901, 2.281], [-0.596, 0.827, 1.142], [-0.591, 0.854, -0.979], [1.797, -0.086, -1.112], [3.108, -0.208, 0.933], [2.161, 0.681, 3.053], [-0.207, 1.185, 3.244], [-1.667, 0.976, 1.182], [-1.616, -1.576, -0.139], [-0.671, -2.153, -1.197], [-1.542, -1.755, -1.087], [-2.276, 0.020, -3.833], [-1.624, -0.953, -2.820], [-1.431, -0.313, -3.521]]}

***

## ii
{"formula": "C6H10O2", "method": "wB97M-V/def2-TZVPD", "multiplicity": 1, "homo_lumo_gap_ev": 8.705, "total_charge": 0, "homo_ev": -8.56, "lumo_ev": 0.14, "elements": ["C", "C", "C", "C", "C", "C", "O", "O", "H", "H", "H", "H", "H", "H", "H", "H", "H", "H"], "xyz": [[-1.278, 0.034, -0.386], [1.344, 0.096, -0.679], [-2.657, -0.026, 0.244], [2.459, 0.246, 0.337], [-0.417, 1.104, -0.050], [-0.095, -1.071, 0.128], [-0.155, 1.961, 0.690], [-0.250, -2.214, -0.293], [-1.257, -0.178, -1.452], [0.244, -0.911, 1.167], [1.504, -0.712, -1.390], [1.313, 0.985, -1.326], [-3.055, -1.029, 0.078], [-3.344, 0.694, -0.205], [-2.610, 0.159, 1.319], [2.258, 1.059, 1.040], [3.416, 0.470, -0.143], [2.581, -0.669, 0.922]]}

***

## iii
{"formula": "C6H10O2", "method": "wB97M-V/def2-TZVPD", "multiplicity": 1, "homo_lumo_gap_ev": 5.199, "total_charge": 0, "homo_ev": -7.85, "lumo_ev": -2.65, "elements": ["O", "C", "O", "C", "C", "C", "C", "C", "H", "H", "H", "H", "H", "H", "H", "H", "H", "H"], "xyz": [[-0.059, -2.118, -1.068], [-0.779, -2.777, -0.252], [-1.267, -2.365, 0.878], [0.656, 2.935, -0.779], [-0.020, 2.439, 0.400], [-0.609, 0.976, 0.486], [1.592, 0.628, -0.154], [0.597, 0.139, 0.746], [-1.021, -3.845, -0.623], [0.610, 2.319, -1.592], [0.142, 3.922, -0.862], [1.248, 2.218, 0.240], [-0.431, 3.400, 0.944], [-1.349, 0.854, 1.297], [-1.111, 0.710, -0.497], [2.329, 1.160, -0.715], [1.059, -0.143, -0.686], [0.508, -0.765, 1.331]]}

***

i (88.2 kcal/mol below the next structure)

***

## i
{"formula": "C6H10O2", "method": "wB97M-V/def2-TZVPD", "multiplicity": 1, "homo_lumo_gap_ev": 9.186, "smiles": "CO/C=C\\C=C/OC", "total_charge": 0, "homo_ev": -8.21, "lumo_ev": 0.97, "elements": ["C", "C", "C", "C", "C", "C", "H", "H", "H", "H", "H", "H", "H", "H", "H", "H", "O", "O"], "xyz": [[-1.424, -0.798, 1.212], [-1.543, 0.361, -0.853], [-0.605, 1.302, -0.598], [0.488, 1.367, 0.416], [1.544, 0.602, 0.720], [1.441, -1.012, -1.038], [-0.343, -0.991, 1.351], [-1.675, 0.181, 1.679], [-2.036, -1.650, 1.614], [-2.257, 0.574, -1.572], [-0.763, 2.195, -1.201], [0.542, 2.275, 0.902], [2.310, 0.888, 1.424], [2.126, -1.754, -1.479], [0.411, -1.442, -0.930], [1.364, -0.186, -1.699], [-1.808, -0.754, -0.137], [1.922, -0.625, 0.232]]}

***

## ii
{"formula": "C6H10O2", "method": "wB97M-V/def2-TZVPD", "multiplicity": 1, "homo_lumo_gap_ev": [8.858, 7.313], "total_charge": 0, "homo_ev": [-7.82, -6.62], "lumo_ev": [1.04, 0.69], "elements": ["C", "C", "C", "C", "C", "C", "O", "O", "H", "H", "H", "H", "H", "H", "H", "H", "H", "H"], "xyz": [[-1.040, 0.304, -2.004], [0.365, 0.101, -2.250], [0.534, -1.310, 1.680], [1.461, -0.148, 2.143], [0.048, -0.230, 0.688], [-1.369, 1.039, -0.671], [0.977, 0.755, 1.123], [-1.200, 0.068, 0.417], [-1.522, 0.931, -2.769], [-1.450, -0.699, -1.934], [0.995, 0.881, -1.745], [1.045, -2.236, 1.207], [-0.210, -1.578, 2.327], [1.239, 0.345, 3.072], [2.467, -0.457, 2.169], [-2.406, 1.206, -0.394], [0.678, -0.863, -2.459], [-0.613, 1.891, -0.600]]}

***

## iii
{"formula": "C6H10O2", "method": "wB97M-V/def2-TZVPD", "multiplicity": 1, "homo_lumo_gap_ev": 10.148, "smiles": "C=C(C=O)C(C)(C)O", "total_charge": 0, "homo_ev": -9.96, "lumo_ev": 0.19, "elements": ["C", "C", "C", "C", "C", "C", "O", "O", "H", "H", "H", "H", "H", "H", "H", "H", "H", "H"], "xyz": [[-0.169, -0.595, -0.004], [1.253, -1.171, -0.075], [-0.871, -0.696, -1.361], [-0.124, 0.862, 0.442], [0.741, 1.801, -0.296], [-0.861, 1.332, 1.449], [-0.947, -1.369, 0.891], [0.998, 2.922, 0.061], [-0.482, -1.429, 1.733], [1.155, 1.407, -1.243], [1.194, -2.239, -0.273], [1.834, -0.705, -0.865], [1.771, -1.018, 0.871], [-0.906, -1.738, -1.668], [-1.890, -0.330, -1.265], [-0.352, -0.116, -2.118], [-0.802, 2.373, 1.718], [-1.542, 0.708, 2.002]]}

***

iii (41.1 kcal/mol below the next structure)

***

## i
{"formula": "C3H12O5", "method": "wB97M-V/def2-TZVPD", "multiplicity": 1, "homo_lumo_gap_ev": 9.784, "smiles": "O=CCCO.O.O.O", "total_charge": 0, "homo_ev": -9.37, "lumo_ev": 0.42, "elements": ["O", "C", "C", "C", "O", "H", "H", "H", "H", "H", "H", "H", "H", "O", "H", "H", "O", "H", "H", "O"], "xyz": [[1.123, -0.431, 1.537], [-0.047, -0.262, 1.300], [-0.514, 1.136, 0.892], [-1.892, 1.404, 1.518], [-2.916, 0.637, 0.947], [-0.806, -1.050, 1.421], [0.258, 1.686, 1.435], [-0.457, 1.302, -0.183], [-1.784, 1.230, 2.590], [-1.993, 2.498, 1.558], [-2.985, 0.941, 0.036], [0.550, -1.846, -1.790], [-0.935, -1.389, -1.807], [-0.276, -1.875, -1.303], [1.189, 0.819, -2.895], [1.974, -0.241, -2.073], [1.209, 0.352, -2.055], [2.237, -2.087, -0.698], [3.127, -1.401, 0.258], [2.939, -1.425, -0.689]]}

***

## ii
{"formula": "C3H12O5", "method": "wB97M-V/def2-TZVPD", "multiplicity": 1, "homo_lumo_gap_ev": 10.697, "smiles": "CCC(=O)O.O.O.O", "total_charge": 0, "homo_ev": -10.17, "lumo_ev": 0.53, "elements": ["H", "O", "O", "H", "H", "C", "O", "C", "H", "H", "C", "H", "H", "H", "O", "H", "H", "O", "H", "H"], "xyz": [[-1.464, -0.926, 0.249], [-1.910, -2.012, -0.486], [-0.881, -0.276, 0.861], [-2.229, -1.807, -1.392], [-1.174, -2.636, -0.504], [-0.211, 0.683, 0.280], [-0.019, 0.766, -0.930], [0.343, 1.681, 1.252], [-0.455, 2.411, 1.454], [0.435, 1.219, 2.228], [1.693, 2.344, 0.919], [2.195, 1.763, 0.144], [1.593, 3.389, 0.644], [2.311, 2.342, 1.794], [-1.378, -0.965, -2.763], [-1.704, -0.287, -3.364], [-0.609, -0.502, -2.393], [0.808, -2.528, 0.842], [1.614, -3.021, 0.608], [1.040, -1.638, 0.558]]}

***

ii (41.0 kcal/mol below the next structure)